Record 1
An isolated molecule of C4H7NO2 in a non-equilibrium geometry, computed with wB97M-V/def2-TZVPD.

Properties
charge = 0
highest occupied orbital energy = -9.808 eV
gap between HOMO and LUMO = 10.42 eV
LUMO energy = 0.62 eV
energy above the lowest of the compared OMol25 structures with the same formula, charge and spin = 127.7 kJ/mol

Each line ends with the Löwdin charge.
Element x y z (Å)
C1 -1.18 -1.23 0.55  -0.052
C2 -0.34 -0.15 -0.16  -0.212
C3 -1.02 1.17 0.01  -0.287
O1 -1.81 1.42 0.89  0.084
C4 1.16 0.47 0.17  -0.469
N1 2.03 0.16 -0.82  0.158
O2 1.48 1.24 1.06  0.069
H1 -1.06 -1.16 1.63  0.080
H2 -2.25 -1.04 0.34  0.090
H3 -0.97 -2.24 0.19  0.074
H4 -0.32 -0.46 -1.22  0.128
H5 -0.61 1.92 -0.68  0.131
H6 1.70 -0.34 -1.63  0.091
H7 3.01 0.32 -0.68  0.116

---

Record 2
A cluster of 2 separate species, CF2O3S in total in a non-equilibrium geometry, computed with wB97M-V/def2-TZVPD.

Properties
charge = 0
highest occupied orbital energy = -12.174 eV
gap between HOMO and LUMO = 11.95 eV
LUMO energy = -0.23 eV
energy above the lowest of the compared OMol25 structures with the same formula, charge and spin = 30.9 kJ/mol

Each line ends with the Löwdin charge.
Element x y z (Å)
C1 -1.68 0.04 0.08  -0.505
O1 -2.47 -0.47 0.69  0.253
O2 0.50 -0.04 1.16  -0.382
O3 -1.01 0.53 -0.72  0.168
F1 1.69 1.23 -0.58  -0.306
F2 1.30 -1.10 -0.99  -0.305
S1 1.68 -0.17 0.35  1.077

---

Record 3
A structure of composition C2H5AuO3 in a non-equilibrium geometry, computed with wB97M-V/def2-TZVPD.

Properties
2S+1 = 3
charge = +2
highest occupied orbital energy (spin up / spin down) = -20.552 / -20.616 eV
gap between HOMO and LUMO (spin up / spin down) = 8.27 / 5.60 eV
<S²> = 2.018
LUMO energy (spin up / spin down) = -12.28 / -15.02 eV

Each line ends with the Löwdin spin population.
Element x y z (Å)
H1 -1.42 1.26 4.56  0.003
O1 0.33 1.75 3.66  0.146
O2 0.99 0.57 4.06  0.570
C1 -0.98 1.73 3.68  -0.024
H2 -1.37 2.74 3.51  -0.002
Au1 1.61 0.40 2.43  0.858
O3 0.62 0.02 1.12  0.360
C2 -0.68 0.08 0.89  0.031
H3 -0.96 0.31 -0.16  0.014
H4 -1.19 -0.83 1.24  0.002
H5 -1.24 0.91 2.05  0.042